# 1
Below is a structure of composition C4H26BO21, with properties calculated with wB97M-V/def2-TZVPD.

```
! wB97M-V def2-TZVPD RIJCOSX def2/J DEFGRID3
* xyz -1 1
O -3.283 -0.458 2.091
C -2.196 -0.192 1.748
O -1.820 0.212 0.582
B -0.465 -0.060 0.468
O -0.040 -0.356 1.795
C -1.050 -0.359 2.512
O -0.818 -0.602 3.702
O 0.428 0.942 -0.091
C 0.913 0.562 -1.176
O 1.428 1.367 -1.977
C 0.580 -0.782 -1.403
O -0.151 -1.173 -0.433
O 0.740 -1.437 -2.388
O -4.484 -0.283 -0.884
H -4.143 -0.980 -0.417
H -3.785 0.123 -1.247
O 2.188 -0.945 -4.908
H 1.608 -0.105 -5.015
H 1.691 -1.221 -4.112
O -4.571 1.526 3.382
H -4.229 0.699 2.970
H -4.231 2.149 2.776
O 0.938 4.219 0.362
H 1.098 3.528 0.939
H 0.433 4.899 0.783
O 1.234 4.087 -2.511
H 1.315 3.252 -2.427
H 1.146 4.309 -1.580
O 4.422 2.702 -1.225
H 4.200 2.414 -2.045
H 3.832 2.138 -0.726
O 2.115 0.264 4.084
H 3.021 -0.001 3.705
H 1.525 -0.460 3.487
O 3.851 1.208 -3.667
H 3.336 0.356 -3.351
H 3.963 1.076 -4.662
O -5.758 -2.090 1.540
H -5.531 -1.393 2.197
H -4.937 -2.240 1.009
O -1.721 -2.882 -2.571
H -0.705 -2.519 -2.510
H -2.277 -2.455 -1.918
O 3.377 1.173 1.179
H 2.815 1.864 1.360
H 3.102 0.260 1.158
O -1.094 -2.982 5.443
H -0.918 -2.130 5.017
H -0.247 -3.283 5.800
O 1.182 -4.690 -2.602
H 1.606 -4.161 -1.928
H 0.367 -5.087 -2.318
*
```

DFT total energy ... -48248.544 eV

=====

# 2
Below is a cluster of 12 separate species, C6H35NO11 in total, with properties calculated with wB97M-V/def2-TZVPD.

```
! wB97M-V def2-TZVPD RIJCOSX def2/J DEFGRID3
* xyz 0 1
C 1.017 -3.685 -0.867
C 0.462 -2.244 -0.494
C -0.012 -1.186 -1.579
C -0.044 0.138 -0.980
C 1.024 0.599 -0.323
N 0.871 1.585 0.675
C 1.728 2.765 0.429
H 0.900 -3.728 -2.018
H 2.163 -3.950 -0.908
H 0.373 -4.513 -0.379
H 1.413 -1.867 -0.021
H -0.421 -2.528 0.168
H -1.087 -1.394 -1.983
H 0.624 -1.245 -2.450
H -1.089 0.384 -0.752
H 2.068 0.212 -0.507
H -0.223 1.781 0.764
H 2.674 2.670 0.966
H 1.276 3.703 0.699
H 1.773 2.825 -0.666
H -3.669 -1.461 -2.023
H -2.830 -0.561 -2.889
O -3.487 -0.531 -2.242
H -3.151 0.788 -0.427
H -3.283 0.321 1.399
O -2.850 0.820 0.599
H -2.243 2.697 0.954
H -0.968 3.612 1.466
O -1.530 3.287 0.701
H -2.122 1.293 4.090
H -1.503 0.712 2.789
O -1.282 1.144 3.669
H 1.817 1.130 -2.811
H 0.498 1.725 -2.910
O 1.037 1.046 -3.426
H -1.029 3.220 -1.209
H -1.310 1.774 -1.778
O -0.859 2.617 -2.020
H -1.223 -0.623 -4.898
H -0.182 -0.184 -3.943
O -1.061 -0.707 -3.916
H 3.776 1.329 0.359
H 4.236 -0.004 0.086
O 4.408 0.667 0.515
H -0.707 -3.150 1.638
H -0.675 -4.563 1.538
O -1.309 -3.902 1.811
H 2.289 -1.252 2.033
H 3.637 -0.605 2.046
O 3.314 -1.519 1.982
H -0.928 -1.590 4.228
H -0.695 -0.265 4.991
O -0.297 -1.184 4.891
*
```

SMILES string ... CCC/C=C/NC.O.O.O.O.O.O.O.O.O.O.O
DFT total energy ... -30797.461 eV

=====

# 3
Below is the molecule C3H6O2, with properties calculated with wB97M-V/def2-TZVPD.

```
! wB97M-V def2-TZVPD RIJCOSX def2/J DEFGRID3
* xyz 0 1
C 0.949 -1.150 -0.819
C 0.011 -0.674 0.135
C -0.872 1.509 0.677
H 1.500 -2.177 -0.634
H 0.479 -1.426 -1.601
H 1.683 -0.305 -1.220
H -1.426 1.050 1.436
H 0.095 1.870 0.934
H -1.376 2.103 0.286
O -0.416 -1.251 1.154
O -0.628 0.451 -0.348
*
```

SMILES string ... COC(C)=O
DFT total energy ... -7300.671 eV

=====

- DFT total energy of number 3 (C3H6O2)?
  -7300.671 eV

=====

- Among the records above, which one has the lowest DFT total energy?
  C4H26BO21

=====

- The highest DFT total energy belongs to which entry?
  C3H6O2